Below is an isolated molecule of C20H34N6O3 in a non-equilibrium geometry, with properties calculated with ωB97M-V/def2-TZVPD.

```
63
Properties=species:S:1:pos:R:3:forces:R:3:lowdin_charge:R:1
C -1.050580 -5.700612 0.181317 0.2114 0.0769 -0.1065 -0.114
C -0.089071 -4.549038 -0.085343 -0.2543 0.0643 0.1646 -0.270
C -0.624099 -3.239611 0.490000 0.3048 -0.0129 -0.0694 -0.220
C 0.351194 -2.068372 0.359060 -0.1170 -0.0858 -0.1571 -0.198
C 0.675273 -1.647203 -1.074711 -0.1015 0.0017 0.1773 -0.167
C -0.514663 -1.043586 -1.826959 0.5300 -0.6515 -0.2843 -0.100
N -0.997831 0.167651 -1.210335 -0.2042 0.4605 0.1639 0.051
C -0.412766 1.385713 -1.159390 -0.1657 -0.1106 -0.0822 -0.267
C 0.872397 1.738653 -1.822330 0.2333 -0.0948 -0.0185 -0.109
N 2.017732 1.190139 -1.109339 0.0677 0.3202 -0.0641 -0.189
C 3.257575 1.380454 -1.838927 0.1760 -0.2572 -0.0583 -0.173
C 4.387988 0.667987 -1.099664 -0.0999 0.2147 -0.1973 -0.178
N 4.511766 1.236468 0.226282 -0.0324 -0.0374 -0.0687 -0.177
C 5.714604 0.873817 0.939428 0.0796 -0.2747 0.1914 -0.182
C 5.892873 -0.617716 1.286724 -0.3101 0.2527 -0.3325 -0.262
O 7.039314 -0.835693 2.072902 0.4219 0.0534 0.1933 -0.063
C 3.278851 1.039438 0.961572 -0.1603 0.2466 -0.0558 -0.169
C 2.149739 1.751700 0.224293 0.0196 -0.2141 0.2926 -0.161
N -1.127445 2.266804 -0.475936 -0.1784 0.4657 0.2284 0.204
C -2.220354 1.593105 -0.065332 0.4232 -1.2161 -0.5862 -0.218
C -2.176076 0.278896 -0.506204 -0.1559 0.7954 0.3781 -0.056
C -3.252852 -0.630796 -0.268515 0.2235 0.1240 -0.1094 -0.364
O -3.354798 -1.779923 -0.661002 -0.1041 -0.1044 -0.0544 0.059
N -4.259881 -0.044523 0.500241 -0.1167 -0.2140 0.0089 0.035
C -5.388518 -0.910262 0.803338 -0.2584 -0.1777 0.1002 -0.004
C -4.319301 1.258743 0.978712 0.0672 0.2591 0.0725 -0.433
O -5.258294 1.657178 1.634867 -0.2263 0.0814 0.1392 0.070
N -3.257149 2.078926 0.668309 -0.0927 0.0354 0.0443 0.010
C -3.249489 3.458131 1.103909 -0.0631 0.2731 0.1225 -0.005
H -2.023766 -5.485228 -0.253861 -0.1393 -0.0306 -0.0244 0.073
H -1.180722 -5.850657 1.251008 -0.0528 -0.0463 0.1074 0.070
H -0.674833 -6.625084 -0.251753 -0.0440 -0.1327 -0.0075 0.066
H 0.883485 -4.773757 0.360787 0.0888 0.0154 -0.0679 0.110
H 0.051856 -4.452497 -1.163349 0.1075 0.0027 -0.0426 0.100
H -1.572643 -2.998852 0.009959 -0.0589 -0.0060 0.0629 0.084
H -0.829362 -3.387976 1.553565 -0.0953 -0.0193 0.0298 0.116
H -0.056904 -1.207253 0.895266 0.0649 0.0735 0.0881 0.106
H 1.289627 -2.339621 0.850689 0.0274 0.0647 0.0759 0.107
H 1.029762 -2.507277 -1.642908 0.0406 -0.0400 -0.0970 0.108
H 1.470821 -0.899135 -1.046299 -0.0727 -0.2183 -0.0981 0.079
H -1.352092 -1.742697 -1.850386 0.0507 0.1342 -0.1024 0.119
H -0.211800 -0.815702 -2.854078 -0.1143 -0.0251 0.0516 0.129
H 0.881653 1.325837 -2.836316 0.0267 0.0908 0.0011 0.127
H 0.915702 2.838176 -1.885660 -0.0612 -0.1111 -0.0565 0.134
H 3.148497 0.952634 -2.838845 -0.0037 0.0306 -0.0124 0.123
H 3.508292 2.449974 -1.935926 0.0095 -0.0212 -0.0396 0.129
H 5.326078 0.816629 -1.638904 0.0069 -0.0455 -0.0080 0.126
H 4.160452 -0.411429 -1.071284 0.0422 0.0303 -0.0623 0.122
H 6.566708 1.197542 0.329761 0.0388 -0.0006 0.0847 0.122
H 5.733088 1.445145 1.872448 0.0999 -0.0361 -0.0251 0.125
H 5.055653 -0.969385 1.892843 -0.0110 -0.0099 -0.1165 0.117
H 5.938529 -1.217697 0.366254 -0.1123 0.0284 0.1076 0.115
H 7.808966 -0.495838 1.602722 -0.0430 -0.0470 0.0372 0.086
H 3.391057 1.465876 1.959908 -0.0190 -0.0343 0.0299 0.129
H 3.016986 -0.027695 1.057427 -0.0269 0.0296 0.0638 0.118
H 1.208887 1.611032 0.758616 0.0267 0.0432 0.0442 0.117
H 2.368632 2.831051 0.179163 -0.0323 0.0013 0.0385 0.132
H -5.899537 -1.184257 -0.119934 0.0072 -0.0310 0.0640 0.101
H -5.025164 -1.819083 1.282144 -0.0590 0.0263 -0.0475 0.099
H -6.063621 -0.372334 1.462995 0.0847 -0.0674 -0.0827 0.087
H -3.214370 4.116690 0.236295 0.0043 0.0312 0.0445 0.095
H -4.158488 3.632164 1.675682 0.1264 -0.0011 -0.0688 0.088
H -2.370604 3.641873 1.721283 -0.0248 0.0477 -0.0045 0.095
```
Positions in Å, forces in eV/Å.

Calculated values
energy relative to the best compared isomer or geometry (same formula, charge and spin): 0.336 eV
frontier orbital gap: 9.0 eV
HOMO energy: -8.3 eV

Below is C11H7Cl15Cr2O8S as an isolated structure in a non-equilibrium geometry, with properties calculated with ωB97M-V/def2-TZVPD.

```
44
Properties=species:S:1:pos:R:3:forces:R:3:lowdin_charge:R:1
Cr 0.093720 -2.927000 1.601579 -0.6815 1.9765 -1.6355 1.218
Cr 0.712650 -0.070510 -3.364331 0.1634 0.1553 1.8283 1.177
S 1.508210 -2.768460 -1.486971 7.1499 -7.5211 -1.4211 0.223
O 0.743750 -2.689990 -0.263341 -3.5701 1.5224 4.1549 -0.409
O 2.880240 -3.139800 -1.144411 1.4710 3.5853 1.8987 -0.346
O 1.243660 -3.979320 -2.198301 -4.6484 -0.6629 -2.3434 -0.324
O 1.437590 -1.584470 -2.337431 -1.1532 3.2925 -1.3385 -0.397
C 0.353080 0.728330 0.426739 -1.1489 1.6736 -2.6589 0.028
C -0.307310 -0.212570 1.171519 1.7226 -0.4011 1.1253 -0.332
C -1.536130 -0.970470 0.639749 0.7032 -1.4806 0.5593 -0.373
O -1.919220 -2.021600 1.269319 1.4929 -0.8632 1.6084 -0.132
C -1.985930 -0.826260 -0.613391 0.3188 3.3853 -3.3065 0.032
C -1.235650 0.061650 -1.527571 0.1360 -0.8875 3.9863 -0.278
C 0.014300 0.864740 -0.950171 -1.2437 -2.2996 3.7549 -0.310
O 0.818790 1.298430 -1.769881 1.3091 0.5923 -3.5174 -0.092
O -1.310780 0.069820 -2.741201 -0.4439 -0.0049 -2.4103 -0.030
O 0.361230 -0.611510 2.194969 -1.9733 -1.5898 -0.3850 -0.077
H 1.276680 1.156880 0.786899 0.0230 -0.1361 -0.0144 0.076
H -2.810670 -1.371500 -1.048041 0.2119 -0.2183 0.2720 0.079
C 1.812160 2.241950 3.928419 -0.6816 -0.1587 -0.2080 -1.524
Cl 1.783990 3.885350 3.270239 0.1347 0.1062 0.2657 0.527
Cl 1.767060 2.223670 5.727999 0.1844 -0.0248 -1.0519 0.518
Cl 3.124600 1.326660 3.208169 0.3572 0.0169 0.3564 0.553
H 0.915900 1.770330 3.525449 0.0111 0.0070 0.5567 -0.007
C -3.623880 -4.282830 -1.897581 0.6485 0.3184 -0.5834 -1.507
Cl -2.260780 -5.223970 -1.245891 -0.5837 0.2789 0.2284 0.542
Cl -4.762270 -5.339000 -2.742471 0.0293 0.2496 0.4452 0.535
Cl -2.953610 -3.092750 -3.027611 0.1132 0.0960 -0.6035 0.550
H -4.094640 -3.599100 -1.191181 -0.1627 -0.9884 0.4629 0.013
C 4.520750 3.398470 0.339779 -0.2097 0.1915 0.8136 -1.513
Cl 5.278880 4.702670 -0.577431 0.2586 -0.3858 0.1404 0.540
Cl 5.525290 1.939450 0.579469 -0.3533 0.5284 -0.5979 0.528
Cl 2.920980 3.088380 -0.350721 0.2678 -0.5358 0.0267 0.582
H 4.319020 3.746110 1.352969 0.1537 0.1240 -0.2600 -0.018
C 1.915520 4.645110 -3.239331 0.5022 -0.2360 -0.3707 -1.588
Cl 3.362470 4.705000 -4.265061 0.4241 0.1180 0.3327 0.509
Cl 0.566430 4.640260 -4.359981 -0.7169 -0.1040 0.1631 0.525
Cl 1.834270 5.973740 -2.096121 -0.0029 -0.0634 -0.1305 0.538
H 1.972320 3.700950 -2.697631 -0.2617 0.2946 -0.0395 -0.058
C -4.784610 -2.387810 3.366129 0.1494 0.5226 0.2871 -1.521
Cl -5.228780 -1.329110 1.997089 -0.0340 -0.7107 0.2569 0.514
Cl -6.145600 -3.285880 4.053749 0.0708 0.1680 -0.3593 0.526
Cl -4.076620 -1.338770 4.621229 0.0663 -0.2717 -0.0671 0.497
H -4.027070 -3.115290 3.074589 -0.2039 0.3411 -0.2212 0.007
```
Positions in Å, forces in eV/Å.

Calculated values
multiplicity: 9
frontier orbital gap (spin up / spin down): 5.2 / 5.6 eV
HOMO energy (spin up / spin down): -7.7 / -7.7 eV

Below is C14H46AgF3O12 as an isolated structure in a non-equilibrium geometry, with properties calculated with ωB97M-V/def2-TZVPD.

```
76
Properties=species:S:1:pos:R:3:forces:R:3:lowdin_charge:R:1
Ag -0.782756 2.922450 -2.394947 -0.0948 -0.4132 -0.0539 0.842
C -0.810564 1.398959 0.397811 1.1101 0.2430 -1.5568 -0.353
O -0.086681 0.763480 -0.599760 -0.5356 -0.2360 0.2086 -0.086
O -1.488648 2.412099 -0.196746 -0.2703 -0.3119 1.1159 0.086
C -1.640234 0.468270 1.293263 -1.8382 -0.4979 1.2873 -0.521
F -2.387845 1.215359 2.143106 0.6608 -0.3157 -0.6740 0.153
F -2.489644 -0.317387 0.605620 0.7349 0.5885 0.0186 0.175
F -0.857648 -0.325378 2.042991 -0.0646 0.4564 -0.5277 0.163
C 0.885534 -0.211052 -0.252757 1.4829 -1.2416 -0.0272 -0.214
C 1.593410 -0.657940 -1.532800 -0.5599 0.4633 0.2934 -0.026
H 0.830398 -0.616800 -2.308393 0.2108 -0.1388 -0.2597 0.054
H 2.427100 -0.004839 -1.781455 -0.0029 -0.0253 -0.1567 0.069
H 1.934335 -1.684574 -1.424687 0.1190 0.0153 -0.0337 0.081
H 0.495486 -1.133804 0.184136 -0.6725 0.3726 0.1060 0.110
H 1.629881 0.168353 0.456630 -0.2285 0.3201 0.0665 0.111
H -0.089128 1.909112 1.074754 -0.1651 0.2251 0.4081 0.198
C -0.231508 1.784548 4.586329 0.5324 0.3719 -0.3561 -0.141
O 1.130898 1.595922 4.972671 -0.2642 -0.4632 -0.0638 -0.121
H -0.780354 0.848499 4.539243 0.2997 -0.2104 0.3362 0.076
H -0.725813 2.468606 5.274912 -0.2034 0.0454 -0.1384 0.087
H -0.227737 2.179389 3.563414 -0.3749 0.2566 0.0573 0.057
H 1.589767 2.418893 4.788686 0.0318 0.0437 0.1719 0.072
C 3.258927 0.777581 2.680217 0.0713 1.3133 -0.2249 -0.164
O 4.260121 0.435941 1.725583 -0.3935 -0.3814 0.0491 -0.122
H 2.545069 1.480434 2.221560 -0.1847 -0.1480 0.0223 0.054
H 2.691268 -0.064810 3.057964 0.3494 -0.3196 -0.1162 0.081
H 3.704713 1.342737 3.501756 -0.0595 -0.3487 0.2686 0.083
H 4.745052 1.244143 1.540668 0.1608 -0.0755 0.0046 0.078
C -2.012837 -3.302996 -1.080117 0.8415 0.0124 -0.1017 -0.173
O -1.459588 -4.576076 -0.869522 -0.2377 -0.5576 0.0514 -0.122
H -3.018404 -3.432738 -1.470551 -0.0715 0.0060 0.0432 0.083
H -2.039992 -2.685237 -0.178197 -0.1323 -0.0834 0.0909 0.060
H -1.405861 -2.767624 -1.826762 -0.1754 0.2247 -0.0706 0.057
H -0.612487 -4.555081 -0.395064 -0.2399 0.4289 -0.0721 0.035
C 0.856369 -3.670612 -4.231558 -0.2459 0.2206 1.0552 -0.175
O 0.399673 -4.025007 -5.515977 0.0234 0.0700 0.1384 -0.095
H 1.813060 -4.136639 -4.005904 0.1292 0.0546 -0.4475 0.086
H 0.941458 -2.584494 -4.086465 0.2838 0.0260 -0.3002 0.049
H 0.201075 -3.990136 -3.408784 -0.2149 -0.2584 -0.2839 0.071
H -0.531777 -3.791342 -5.565138 0.0177 -0.1341 -0.1112 0.075
C -4.274875 4.864048 0.786823 -0.0007 0.4998 0.6068 -0.127
O -3.812459 3.636427 1.342779 0.1682 0.0133 -0.1344 -0.147
H -4.951236 5.303283 1.521493 -0.2155 -0.2280 -0.1578 0.092
H -3.477717 5.609651 0.703268 0.1172 -0.2237 -0.3100 0.081
H -4.803172 4.721548 -0.156839 0.0827 0.0301 -0.0421 0.085
H -2.993750 3.367647 0.913188 -0.1931 0.0380 -0.0239 0.031
C 2.308432 3.129506 -1.073331 0.0604 1.1393 0.3486 -0.104
O 1.493540 2.797717 -2.198609 0.5089 -0.0574 -0.3033 -0.188
H 2.750421 4.126515 -1.186250 0.0544 -0.1509 -0.2734 0.096
H 1.648641 3.256585 -0.215085 0.0401 -0.5280 0.0440 0.078
H 3.119789 2.424509 -0.897447 -0.2856 -0.2868 0.0324 0.090
H 2.063737 2.752518 -2.976148 -0.1339 0.0123 0.0257 0.106
C 4.900243 -1.988600 -0.536035 -0.3517 -0.4362 0.2997 -0.166
O 4.933433 -3.291184 -1.104587 -0.1442 0.0530 -0.3204 -0.121
H 5.876621 -1.721615 -0.139842 -0.0196 0.3025 0.0501 0.085
H 4.566598 -1.271560 -1.282709 0.2835 -0.0711 -0.2604 0.064
H 4.144665 -1.954456 0.252646 0.1756 0.1167 0.2746 0.055
H 5.523028 -3.843068 -0.585582 0.0158 0.0227 0.0109 0.076
C -5.870471 1.393459 2.811559 0.6648 -0.2232 0.2807 -0.174
O -6.294141 2.373194 1.889966 -0.1707 -0.1593 -0.2047 -0.125
H -6.661852 0.746066 3.186013 -0.4549 0.3537 -0.3328 0.077
H -5.140262 0.719365 2.352120 0.0974 -0.0175 0.0439 0.061
H -5.408830 1.854243 3.690763 0.0859 -0.0013 0.0164 0.078
H -5.481834 2.704784 1.473133 -0.2630 -0.0297 0.2761 0.027
C -0.704095 0.203999 -4.377905 -0.3673 -0.2920 -1.0591 -0.119
O -1.497640 0.924732 -3.430907 0.0729 -0.0258 -0.1072 -0.174
H -0.629768 -0.853526 -4.131334 0.3436 0.0759 0.4139 0.067
H -1.154984 0.209125 -5.374714 -0.2144 0.2762 0.0807 0.093
H 0.262350 0.681704 -4.502331 0.1287 -0.0749 0.4384 0.085
H -2.286785 0.401712 -3.252778 -0.0368 0.1852 0.0982 0.103
C 1.152064 -3.598419 1.791345 0.8771 0.3021 0.5052 -0.132
O 0.981925 -4.109027 0.480348 -0.1573 -0.0104 0.0429 -0.127
H 1.515943 -4.335986 2.511373 -0.2011 -0.2555 -0.1757 0.088
H 1.917329 -2.812377 1.786434 -0.1425 0.1507 -0.0042 0.068
H 0.230699 -3.181987 2.189987 -0.2082 -0.0933 -0.3579 0.082
H 1.800330 -4.540737 0.213466 -0.0460 -0.0041 -0.0391 0.100
```
Positions in Å, forces in eV/Å.

Calculated values
charge: +1
multiplicity: 2
frontier orbital gap (spin up / spin down): 7.4 / 4.4 eV
HOMO energy (spin up / spin down): -11.6 / -11.6 eV